Entry 1:
Computed, not measured: a structure of composition C54H49N8OP2S3V, with ωB97M-V/def2-TZVPD.

Element x y z (Å)
V: -0.81369 -0.52101 0.78997
S: 1.39803 0.41199 1.35534
S: -3.48418 -1.02684 0.85927
S: -1.28749 1.13860 -0.88406
P: -1.48552 1.27858 2.50930
P: 3.22869 -0.75409 -1.28948
O: 2.41589 -0.63275 1.58614
N: -0.73907 -1.86521 2.48346
N: -0.63418 -2.20379 -0.45719
N: -5.96196 -0.42144 0.18189
N: -1.70407 1.92892 -3.68087
N: 0.11362 -3.25807 3.93883
N: -4.36817 0.38071 -1.23757
N: -0.51270 -1.12842 -2.32108
N: -1.22322 0.69220 -3.56098
C: -2.17892 2.30789 -7.32537
C: -1.38152 -3.59318 -1.98076
C: -4.67498 -0.29748 -0.13380
C: 0.35980 -1.34329 -1.16341
C: -6.52077 -1.12490 1.32971
C: -0.50496 -3.69057 -0.70194
C: -1.24261 -3.47580 3.95140
C: -0.69761 -5.81342 -2.64165
C: 5.07646 -0.69108 -3.31892
C: -2.04144 -0.01389 4.89693
C: 2.33355 3.20864 -2.06280
C: -1.76242 -2.61090 3.04693
C: 5.53168 -0.67824 -4.63204
C: 1.92543 1.49779 0.04620
C: -1.97026 2.47857 -4.94593
C: -2.53778 3.64559 -7.40378
C: 0.72820 -4.09280 -1.57301
C: -1.03123 -6.45134 -1.50962
C: -2.60991 4.39866 -6.24055
C: 1.24565 2.88358 5.12764
C: -1.08047 -5.95748 -0.11571
C: 2.50343 1.84296 3.36416
C: -1.89544 1.71460 -6.10386
C: 2.46843 2.57002 4.54004
C: 1.30068 1.44998 2.78894
C: -1.45373 4.04923 1.99335
C: 3.71259 -0.76550 -3.04750
C: -3.80435 3.96424 0.51759
C: 0.38281 -2.29416 3.04994
C: 4.62460 -0.74640 -5.67692
C: -3.13384 5.16872 0.68487
C: -4.66218 0.87840 5.06774
C: -3.29767 2.80518 1.07963
C: 1.77964 3.70041 -0.89477
C: -1.46167 -2.07960 -1.73851
C: 1.56736 2.83438 0.16277
C: 3.26028 -0.82716 -5.41452
C: 1.73776 -1.82934 -1.39584
C: 2.80455 -0.83713 -4.10776
C: 0.06551 1.75408 3.35026
C: -2.55716 0.81469 3.89983
C: -1.95914 5.20775 1.42005
C: -2.32613 3.82162 -5.01353
C: -0.98334 0.22105 -2.40638
C: -0.27901 -4.36101 -2.74130
C: -3.87207 1.26292 3.99394
C: -2.83223 -0.39027 5.96986
C: -2.12160 2.83750 1.83136
C: 2.49223 0.95970 -1.12668
C: 2.68621 1.86969 -2.16752
C: -4.14605 0.05103 6.05402
C: 0.05674 2.48014 4.54256
C: -0.85892 -4.70906 0.31173
C: 1.85067 -3.12469 -1.67461
H: -6.62713 0.02290 -0.43318
H: -3.81212 1.86443 0.93052
H: -0.00409 -4.05395 -3.74689
H: -1.01132 -0.34838 4.85046
H: -3.39962 0.63195 -1.40977
H: 3.39211 2.88695 5.00466
H: 2.82482 -3.54389 -1.90889
H: 0.44704 -0.34885 -0.64440
H: 5.78607 -0.64878 -2.50081
H: -0.88771 2.72787 5.01103
H: 1.22176 3.44635 6.05122
H: 0.80204 -3.74535 4.49009
H: -5.07691 0.76490 -1.84248
H: -5.67859 1.24157 5.14241
H: -6.74776 -0.42935 2.13729
H: -7.43401 -1.62670 1.01923
H: -1.70776 -4.20556 4.58958
H: 4.97740 -0.74147 -6.69973
H: -1.33339 -6.70746 0.62341
H: -4.27971 1.92987 3.24686
H: -0.75830 -6.37018 -3.56891
H: -2.42030 -1.02039 6.74718
H: -1.43484 6.14414 1.55724
H: 1.73876 -0.89647 -3.91231
H: -4.72210 3.92972 -0.05483
H: -3.52849 6.07513 0.24562
H: 6.59274 -0.62312 -4.83489
H: -2.37411 4.41493 -4.10645
H: 3.44327 1.56569 2.90306
H: 1.15219 -5.03033 -1.21849
H: -1.61459 0.67312 -6.04356
H: 1.50879 4.74340 -0.80332
H: -2.88409 5.44430 -6.28676
H: -0.54184 4.10759 2.57284
H: -2.79468 -2.46777 2.78323
H: -2.36965 -4.04364 -2.00362
H: -0.93021 -4.45194 1.36048
H: -1.31592 -7.49096 -1.61525
H: -2.11829 1.71252 -8.22698
H: -5.81200 -1.86462 1.68593
H: 3.13772 1.52701 -3.08742
H: 2.50386 3.86683 -2.90454
H: 1.11103 3.20438 1.06978
H: -2.75694 4.09750 -8.36104
H: -2.47773 -1.70617 -1.63097
H: -1.76549 2.52189 -2.86318
H: -4.76124 -0.23768 6.89571
H: 1.37724 -1.94646 2.81739
H: 2.55389 -0.88023 -6.23268

Summary:
**Molecular weight**: 1035.1 g mol⁻¹
**Multiplicity**: 3
**Net charge**: +2
**E_HOMO (alpha / beta)**: -11.4 / -11.4 eV
**Frontier orbital gap (alpha / beta)**: 0.20583 / 0.22939 Eh
**ΔE to the lowest compared entry with this formula, charge and spin**: 81.8 kcal per mole
**Energy**: -5421.17979 Eh
**<S²>**: 2.030
**Lowest unoccupied orbital energy (alpha / beta)**: -0.2117 / -0.1886 Eh

These are the Mulliken partial charges, in e, on atoms 1 to 6: number 1, V, carries -0.618; number 2, S, carries 2.726; number 3, S, carries -0.070; number 4, S, carries 0.488; number 5, P, carries 3.111; number 6, P, carries -0.249



Entry 2:
Computed, not measured: a structure of composition C54H50N2O6S3V, with ωB97M-V/def2-TZVPD.

Element x y z (Å)
V: -1.12626 -0.77798 0.41691
S: 0.77033 -1.66832 1.61833
S: -2.83724 -0.79667 3.37615
S: 1.19823 -4.52470 2.41860
O: -0.18541 -0.91433 -1.19103
O: 2.40256 0.66030 -1.84906
O: 2.07998 2.85121 -1.10580
O: -0.50912 1.07174 0.53300
O: -2.95635 -0.38971 -0.03567
O: -1.83172 -0.47712 2.30944
N: -0.87749 -3.75925 0.92763
N: -1.58431 -2.85940 0.24318
C: 3.76351 -3.78417 1.40783
C: 4.30213 1.93361 -0.86525
C: 1.11370 2.53097 1.42274
C: -2.14582 -0.03490 -5.39917
C: 2.87883 -1.63991 -4.91037
C: -2.22144 2.52307 6.45463
C: -1.87554 1.01909 -2.87912
C: -1.71770 2.67018 5.19559
C: 3.40865 2.58040 -3.09993
C: 3.04479 2.00718 -1.69715
C: -1.00442 -0.03111 -3.27461
C: 0.26805 -3.34412 1.49790
C: -2.61892 -3.34035 -0.45783
C: 5.05402 -1.93502 0.48763
C: 4.60891 -3.77878 2.56064
C: -3.60696 -2.49404 -1.07431
C: 0.76417 2.24947 -1.19056
C: 1.68751 3.64170 3.51288
C: 0.93576 3.57456 2.36514
C: -2.95954 1.04634 -4.99392
C: -3.08870 0.35453 5.73736
C: 3.29382 -2.85662 -4.32523
C: -2.98104 5.37655 0.00927
C: -2.56964 0.50648 4.49179
C: -3.32341 4.07845 0.26608
C: 2.65965 -3.31836 -3.18341
C: 0.99767 0.96482 -2.10227
C: 5.67206 -2.85619 2.63563
C: 3.09055 1.86389 2.64434
C: 2.81004 2.83404 3.59821
C: -2.35685 3.07101 0.15537
C: -5.84573 -1.15289 -2.04717
C: -1.94049 1.74297 4.19409
C: 0.13484 2.27806 0.24415
C: 2.58488 -4.76432 1.28895
C: -1.17355 -0.48882 -4.56054
C: -5.72749 -2.50972 -2.26510
C: -4.85013 -0.38325 -1.43805
C: -2.81723 1.56573 -3.70541
C: 5.85274 -1.92608 1.63309
C: 2.14607 1.61525 1.64845
C: 0.19806 -0.38443 -2.38209
C: -3.74444 -1.05295 -0.86298
C: 3.99807 -2.86366 0.41199
C: -4.53104 -3.11108 -1.98998
C: 1.78831 -0.92658 -4.38716
C: 1.27300 -1.30428 -3.10055
C: -0.63273 4.72261 -0.07619
C: -2.97146 1.32331 6.73708
C: -0.96373 3.36977 0.13714
C: -1.65642 5.67570 -0.26216
C: -2.06513 -2.12283 4.34033
C: -2.81076 -4.77189 -0.65608
C: 1.72875 -2.52879 -2.52931
H: 4.70061 2.93317 -0.76070
H: 3.39024 -1.23771 -5.78911
H: -3.79263 -5.07730 -0.17300
H: 4.33411 -4.37724 3.43277
H: -1.82732 -2.97958 3.64883
H: 4.50391 2.54979 -3.14539
H: -2.01290 -5.26662 -0.08299
H: 4.17739 -3.45895 -4.73989
H: 2.91995 -4.31491 -2.77450
H: -2.76515 -2.39714 5.16501
H: 2.90050 -5.80273 1.60176
H: 0.16576 3.03983 -1.68103
H: 4.05129 1.38521 2.71533
H: 0.26303 4.35846 2.12464
H: 2.98465 1.91019 -3.89725
H: -2.17563 3.45516 7.06121
H: 3.49925 2.88303 4.48353
H: -2.83139 -5.13473 -1.65931
H: -4.36284 3.81300 0.45060
H: -2.25296 -0.51511 -6.35427
H: -6.59361 -3.00310 -2.79235
H: -1.78513 1.40607 -1.82971
H: -4.36721 -4.08772 -2.41446
H: -3.72225 1.48163 -5.67216
H: 1.35371 -2.87994 -1.58982
H: 3.42363 -2.88723 -0.50589
H: -3.62399 -0.59257 6.00443
H: -3.28204 1.16226 7.75256
H: -1.09124 -1.81757 4.80054
H: -6.73220 -0.62396 -2.24915
H: 1.40830 4.42544 4.21151
H: -0.50732 -1.24359 -4.91279
H: 5.08954 1.29039 -1.37432
H: 0.44649 4.96702 0.04202
H: -1.30413 6.67515 -0.55119
H: -3.45262 2.41304 -3.33795
H: -1.06586 3.56392 4.95563
H: 1.12641 1.56175 -3.05448
H: 2.10828 -4.78918 0.27366
H: 6.34419 -2.90075 3.51047
H: 5.22436 -1.29948 -0.38536
H: -1.54476 1.92736 3.23585
H: -4.94803 0.70015 -1.51201
H: 3.04158 3.62558 -3.21814
H: 6.71422 -1.16845 1.72701
H: -2.69941 2.03613 0.15301
H: -3.76884 6.15960 0.01876
H: 1.32379 -0.05775 -4.92439
H: 4.23023 1.50648 0.11518
H: 2.38262 0.85311 0.87321

Summary:
**Molecular weight**: 970.1 g mol⁻¹
**Multiplicity**: 3
**Net charge**: -1
**E_HOMO (alpha / beta)**: -4.2 / -4.5 eV
**Frontier orbital gap (alpha / beta)**: 0.23194 / 0.24502 Eh
**ΔE to the lowest compared entry with this formula, charge and spin**: 35.3 kcal per mole
**Energy**: -4787.25488 Eh
**<S²>**: 2.014
**Lowest unoccupied orbital energy (alpha / beta)**: 0.0779 / 0.0778 Eh

These are the Mulliken partial charges, in e, on atoms 1 to 6: number 1, V, carries 0.116; number 2, S, carries -0.330; number 3, S, carries 0.076; number 4, S, carries -0.206; number 5, O, carries -0.143; number 6, O, carries -0.089



Q: Which largest force on an atom values were calculated for the entries above? A: 1.32, 3.83, in eV/A.